(1)
{
  "formula": "C4H6CaClO7",
  "method": "the ωB97M-V functional and the def2-TZVPD basis",
  "symbols": ["Ca", "Cl", "O", "O", "O", "O", "C", "C", "C", "O", "C", "O", "O", "H", "H", "H", "H", "H", "H"],
  "coordinates": [[2.543, -1.998, -6.558], [0.621, -0.943, -3.455], [-0.593, -0.224, -3.640], [1.264, -0.825, -2.221], [0.303, -2.314, -3.817], [1.636, -0.574, -4.457], [0.638, 1.717, 1.880], [-0.713, 1.045, 1.776], [-0.828, -0.174, 0.836], [-1.078, -1.220, 1.779], [-1.209, -0.716, 3.052], [-1.453, -1.432, 3.977], [-1.068, 0.575, 3.098], [0.626, 2.603, 2.514], [1.081, 1.938, 0.909], [1.360, 1.081, 2.400], [-1.512, 1.747, 1.539], [0.069, -0.207, 0.218], [-1.687, -0.077, 0.172]],
  "homo_energy_ev": -11.9,
  "de_lowest_ev": 1.4600,
  "total_energy_ev": -49522.6157,
  "total_charge": 1,
  "orbital_gap_ev": 3.95,
  "e_lumo_ev": -7.921
}

---

(2)
{
  "formula": "C4H8O2",
  "method": "the ωB97M-V functional and the def2-TZVPD basis",
  "symbols": ["C", "C", "O", "C", "C", "O", "H", "H", "H", "H", "H", "H", "H", "H"],
  "coordinates": [[0.809, -0.436, 0.429], [-0.016, -1.497, -0.289], [-0.825, -0.792, -1.223], [-0.892, 0.579, -0.859], [-0.192, 0.714, 0.496], [0.366, 2.005, 0.604], [1.165, 1.951, 1.135], [1.662, -0.127, -0.188], [1.175, -0.765, 1.407], [0.592, -2.227, -0.830], [-0.655, -2.040, 0.425], [-1.939, 0.902, -0.841], [-0.346, 1.200, -1.582], [-0.903, 0.533, 1.318]],
  "homo_energy_ev": -9.7,
  "de_lowest_ev": 1.2987,
  "total_energy_ev": -8371.9831,
  "total_charge": 0,
  "orbital_gap_ev": 10.59,
  "e_lumo_ev": 0.914
}

---

(3)
{
  "formula": "C49H103ClO13S",
  "method": "the ωB97M-V functional and the def2-TZVPD basis",
  "symbols": ["C", "C", "C", "C", "C", "C", "C", "C", "C", "C", "O", "C", "C", "C", "C", "C", "S", "O", "O", "O", "C", "O", "O", "C", "Cl", "C", "C", "C", "C", "C", "C", "C", "O", "C", "H", "H", "H", "H", "H", "H", "H", "H", "H", "H", "H", "H", "H", "H", "H", "H", "H", "H", "H", "H", "H", "H", "H", "H", "H", "H", "H", "H", "H", "H", "H", "H", "H", "H", "H", "H", "H", "H", "H", "H", "H", "H", "H", "C", "C", "O", "C", "C", "H", "H", "H", "H", "H", "H", "H", "H", "H", "H", "C", "C", "O", "C", "C", "H", "H", "H", "H", "H", "H", "H", "H", "H", "H", "C", "C", "O", "C", "C", "H", "H", "H", "H", "H", "H", "H", "H", "H", "H", "C", "C", "O", "C", "C", "H", "H", "H", "H", "H", "H", "H", "H", "H", "H", "C", "C", "O", "C", "C", "H", "H", "H", "H", "H", "H", "H", "H", "H", "H", "C", "C", "O", "C", "C", "H", "H", "H", "H", "H", "H", "H", "H", "H", "H"],
  "coordinates": [[-3.023, 0.590, 6.248], [-2.177, 0.653, 5.375], [-0.959, 0.625, 4.333], [-0.236, -0.742, 4.713], [1.075, -0.629, 5.582], [2.446, -1.004, 4.862], [2.465, -0.927, 3.290], [2.062, -2.228, 2.484], [2.105, -3.599, 3.268], [3.646, -3.991, 3.507], [3.858, -5.418, 3.491], [3.699, -5.951, 2.165], [-1.732, 0.784, 2.957], [-2.917, -0.277, 2.826], [-3.323, -0.536, 1.293], [-4.513, 0.378, 0.792], [-3.947, 1.898, -0.078], [-4.363, 1.783, -1.492], [-2.489, 2.091, -0.021], [-4.706, 3.250, 0.502], [-2.334, 2.246, 3.262], [-3.444, 2.663, 3.108], [-1.196, 2.912, 3.817], [-0.297, 2.047, 4.586], [-0.482, 2.762, 6.278], [1.152, 2.403, 4.058], [1.243, 2.750, 2.503], [2.591, 2.299, 1.793], [3.906, 2.551, 2.641], [5.228, 2.226, 1.791], [5.758, 0.740, 1.972], [5.273, -0.247, 0.831], [5.702, -1.587, 1.173], [5.377, -2.507, 0.119], [-3.641, 0.248, 7.111], [-0.990, -1.325, 5.333], [-0.135, -1.342, 3.757], [0.965, -1.367, 6.444], [1.211, 0.374, 6.102], [3.213, -0.240, 5.228], [2.820, -1.986, 5.298], [1.775, -0.077, 2.975], [3.494, -0.606, 2.926], [1.017, -2.138, 2.033], [2.754, -2.344, 1.585], [1.651, -3.537, 4.313], [1.525, -4.408, 2.733], [3.974, -3.646, 4.536], [4.295, -3.450, 2.755], [4.332, -6.881, 2.005], [3.961, -5.182, 1.381], [2.609, -6.240, 2.046], [-1.044, 0.816, 2.057], [-3.854, 0.054, 3.358], [-2.618, -1.300, 3.226], [-2.400, -0.378, 0.666], [-3.617, -1.626, 1.144], [-5.212, -0.170, 0.084], [-5.176, 0.684, 1.666], [-5.462, 3.497, -0.070], [1.947, 1.641, 4.287], [1.465, 3.347, 4.609], [1.216, 3.886, 2.428], [0.379, 2.383, 1.881], [2.612, 1.224, 1.454], [2.689, 2.936, 0.852], [3.951, 3.613, 3.047], [3.961, 1.865, 3.551], [6.078, 2.913, 2.085], [4.952, 2.402, 0.703], [5.510, 0.265, 2.963], [6.893, 0.756, 1.903], [4.146, -0.269, 0.724], [5.725, 0.003, -0.179], [6.072, -2.338, -0.758], [4.313, -2.300, -0.246], [5.450, -3.580, 0.463], [-10.344, 4.662, 2.795], [-10.154, 3.178, 2.529], [-9.378, 2.903, 1.371], [-8.052, 3.406, 1.365], [-7.194, 2.875, 2.499], [-10.814, 5.147, 1.935], [-10.976, 4.812, 3.673], [-9.395, 5.168, 2.978], [-11.132, 2.722, 2.360], [-9.725, 2.674, 3.401], [-8.063, 4.502, 1.360], [-7.611, 3.097, 0.412], [-7.585, 3.159, 3.477], [-6.177, 3.263, 2.419], [-7.154, 1.782, 2.468], [-1.874, 3.244, -3.399], [-1.275, 4.587, -3.017], [-0.724, 5.300, -4.116], [-1.620, 5.629, -5.165], [-2.782, 6.502, -4.721], [-1.121, 2.614, -3.882], [-2.248, 2.729, -2.512], [-2.706, 3.352, -4.097], [-0.456, 4.420, -2.315], [-2.009, 5.208, -2.493], [-1.979, 4.718, -5.656], [-1.035, 6.172, -5.912], [-3.406, 6.005, -3.977], [-3.414, 6.755, -5.575], [-2.413, 7.428, -4.273], [-7.257, -1.333, -2.597], [-5.844, -1.893, -2.583], [-5.790, -3.298, -2.377], [-6.451, -4.102, -3.343], [-5.908, -3.927, -4.752], [-7.771, -1.569, -1.661], [-7.235, -0.248, -2.723], [-7.853, -1.749, -3.411], [-5.293, -1.439, -1.757], [-5.306, -1.624, -3.497], [-7.530, -3.919, -3.312], [-6.304, -5.139, -3.034], [-6.035, -2.906, -5.116], [-6.426, -4.596, -5.443], [-4.840, -4.154, -4.780], [8.717, -5.767, -0.224], [7.791, -5.926, -1.418], [7.777, -4.797, -2.280], [9.019, -4.441, -2.872], [9.616, -5.540, -3.735], [8.439, -4.884, 0.359], [8.661, -6.647, 0.421], [9.757, -5.643, -0.528], [6.768, -6.053, -1.055], [8.031, -6.832, -1.985], [9.726, -4.117, -2.102], [8.824, -3.568, -3.499], [9.838, -6.439, -3.157], [10.546, -5.197, -4.193], [8.919, -5.824, -4.527], [-11.229, 1.919, -4.825], [-10.538, 1.028, -3.806], [-9.295, 1.542, -3.353], [-9.332, 2.806, -2.707], [-10.200, 2.829, -1.460], [-10.581, 2.083, -5.690], [-12.160, 1.457, -5.164], [-11.475, 2.898, -4.410], [-10.322, 0.064, -4.271], [-11.195, 0.821, -2.955], [-9.640, 3.583, -3.415], [-8.301, 3.036, -2.425], [-11.246, 2.611, -1.686], [-10.157, 3.812, -0.987], [-9.859, 2.082, -0.743], [11.561, -0.148, -3.022], [12.212, -1.241, -2.191], [12.360, -2.471, -2.886], [13.155, -2.439, -4.062], [14.587, -1.996, -3.817], [10.578, -0.471, -3.376], [11.440, 0.760, -2.428], [12.157, 0.107, -3.901], [11.579, -1.449, -1.326], [13.178, -0.911, -1.795], [12.675, -1.817, -4.825], [13.163, -3.459, -4.456], [14.639, -0.978, -3.428], [15.158, -2.029, -4.747], [15.069, -2.650, -3.087]],
  "homo_energy_ev": -9.3,
  "total_energy_ev": -102449.0002,
  "total_charge": 0,
  "orbital_gap_ev": 9.74,
  "e_lumo_ev": 0.472
}